No. 1
DFT (wB97M-V/def2-TZVPD) results for C26H20ClI2MgN2O5S as an isolated structure.

Cartesian coordinates (Å):
Mg: 1.94100 -0.59761 -0.03203
O: 2.12496 0.57932 3.91186
Cl: 2.07392 -0.19831 2.72512
O: 1.55946 -1.50777 2.95940
O: 1.20043 0.48062 1.72445
O: 3.37105 -0.28124 2.08499
C: -4.69615 0.68903 2.03509
C: -3.89796 0.82161 0.73036
C: -2.92993 1.99802 0.86609
C: -4.85627 1.12993 -0.42697
C: -3.16669 -0.49138 0.45587
C: -3.91188 -1.66586 0.22734
C: -3.31558 -2.87713 -0.05476
C: -1.92581 -2.92864 -0.11543
S: -0.85588 -4.23934 -0.50795
C: 0.50891 -3.16726 -0.30948
N: 0.19085 -1.95954 0.02728
C: -1.17256 -1.78258 0.13202
C: -1.78878 -0.56601 0.42092
C: 1.90823 -3.56320 -0.53889
C: 2.22134 -4.90080 -0.78382
C: 3.54033 -5.26359 -0.99164
C: 4.52217 -4.28018 -0.94608
C: 4.17963 -2.95577 -0.69848
C: 2.86282 -2.52957 -0.48930
H: -5.23348 1.61737 2.24568
H: -4.03003 0.47962 2.87388
H: -5.42708 -0.11972 1.97596
H: -3.49645 2.91458 1.04604
H: -2.34125 2.13797 -0.04368
H: -2.23961 1.86388 1.70047
H: -5.38181 2.06856 -0.23391
H: -5.60574 0.34749 -0.55396
H: -4.30470 1.23110 -1.36413
H: -4.99349 -1.62160 0.26346
H: -3.91880 -3.75603 -0.24356
H: -1.15973 0.29490 0.58943
H: 1.44743 -5.66198 -0.80631
H: 3.80152 -6.29775 -1.18047
H: 5.56070 -4.55313 -1.10177
H: 4.98637 -2.22779 -0.66635
I: -1.69846 1.35118 -3.04120
C: -0.07418 2.29334 -2.14732
C: -0.04589 3.69403 -2.06877
C: 0.99658 4.36077 -1.48321
I: 0.93848 6.44514 -1.40577
C: 2.07699 3.62629 -0.91826
C: 3.19648 4.19432 -0.27104
C: 4.15929 3.38336 0.26251
C: 4.00215 1.98938 0.17193
N: 2.98611 1.43210 -0.43736
C: 2.03343 2.22116 -0.99143
C: 0.94806 1.49320 -1.63819
O: 0.99253 0.22112 -1.66799
H: -0.87761 4.24905 -2.48264
H: 3.27458 5.27074 -0.19358
H: 5.02067 3.79227 0.77204
H: 4.71931 1.32233 0.63356

Properties
Net charge: -1
E, Ha: -3142.35807
HOMO energy, eV: -5.003
E_LUMO, eV: 2.1
Energy above the lowest of the compared OMol25 structures with the same formula, charge and spin, kJ/mol: 30.1
Spin multiplicity: 1
Orbital gap, eV: 7.09

Mulliken atomic charge list, values in e, 5 entries:
1. Mg 1.85
2. O -0.70
3. Cl 1.76
4. O -0.59
5. O -0.72



No. 2
DFT (wB97M-V/def2-TZVPD) results for C26H20N4O4S2Tl as an isolated structure.

Cartesian coordinates (Å):
Tl: -0.03897 0.37702 0.02762
C: 3.88413 -0.07457 -2.58278
N: 3.12556 -1.29636 -2.35054
C: 2.98481 -2.32656 -3.25370
C: 2.21657 -3.26316 -2.67053
N: 1.88531 -2.80444 -1.40681
C: 2.45227 -1.57794 -1.21800
S: 2.45758 -0.50819 0.12447
C: 1.22268 -3.62008 -0.43027
C: 1.29670 -5.00127 -0.54492
C: 0.64966 -5.75183 0.42199
C: -0.01657 -5.10501 1.45126
C: -0.02083 -3.72149 1.46070
N: 0.57969 -2.98714 0.52501
H: 4.38103 -0.16698 -3.54424
H: 4.62280 0.05769 -1.79694
H: 3.21281 0.78213 -2.59420
H: 3.42627 -2.29158 -4.23305
H: 1.84158 -4.19034 -3.06203
H: 1.85703 -5.48840 -1.32974
H: 0.68144 -6.83174 0.37466
H: -0.52078 -5.65775 2.23072
H: -0.53724 -3.16656 2.23350
S: 0.08849 4.96697 -0.09874
C: 1.68312 4.37613 -0.23127
C: 1.72060 3.01468 -0.23882
C: 0.42657 2.43888 -0.14404
C: -0.56280 3.38076 -0.05336
C: -2.00882 3.12985 0.07837
C: -2.95665 4.14693 0.02447
C: -4.29329 3.81845 0.16779
C: -4.64907 2.49250 0.35684
C: -3.64023 1.54453 0.38939
N: -2.35485 1.85107 0.25285
H: 2.51327 5.06090 -0.29262
H: 2.63637 2.44530 -0.31037
H: -2.65773 5.17454 -0.13101
H: -5.04961 4.59106 0.13105
H: -5.68083 2.19542 0.47708
H: -3.87003 0.49511 0.53738
O: -1.35816 -1.05514 -1.02145
C: -1.92157 -1.39834 0.07319
O: -1.48142 -0.91779 1.16152
C: -3.04920 -2.33820 0.05937
C: -3.61903 -2.73248 1.26440
C: -4.68396 -3.63121 1.30017
C: -5.13548 -4.09699 0.08829
O: -6.14088 -4.97360 -0.14318
C: -6.26517 -5.08439 -1.56606
O: -5.20509 -4.32806 -2.14996
C: -4.56771 -3.70146 -1.11979
C: -3.52262 -2.82356 -1.17499
H: -3.22650 -2.32344 2.18493
H: -5.13754 -3.94615 2.22863
H: -7.22542 -4.66705 -1.87423
H: -6.16590 -6.13053 -1.85242
H: -3.07528 -2.51174 -2.10706

Properties
Net charge: +1
E, Ha: -2491.43895
HOMO energy, eV: -10.617
E_LUMO, eV: -2.7
Energy above the lowest of the compared OMol25 structures with the same formula, charge and spin, kJ/mol: 10.1
Spin multiplicity: 1
Orbital gap, eV: 7.96

Mulliken atomic charge list, values in e, 5 entries:
1. Tl 1.43
2. C -0.83
3. N 0.13
4. C -0.57
5. C -0.41



No. 3
DFT (wB97M-V/def2-TZVPD) results for C26H21AlN3O4 as an isolated structure.

Cartesian coordinates (Å):
Al: 0.27221 -1.05181 -0.32932
O: 4.99422 -0.07151 -5.02274
C: 4.71481 -1.20362 -4.61986
O: 4.93683 -2.37115 -4.95785
C: 3.69383 -1.15120 -3.37218
C: 3.08497 0.06336 -3.05000
C: 2.05605 0.05855 -2.14098
N: 1.68590 -1.08353 -1.55102
C: 2.17746 -2.27399 -1.92419
C: 3.19863 -2.34269 -2.83674
C: 1.38421 -3.38327 -1.34129
C: 1.71226 -4.71678 -1.44469
C: 0.86480 -5.66256 -0.88779
C: -0.29882 -5.25240 -0.25361
C: -0.56895 -3.90621 -0.17693
N: 0.24956 -2.98572 -0.70963
C: 1.12311 1.16219 -1.79707
C: 1.27402 2.46962 -2.19714
C: 0.27073 3.38364 -1.89755
C: -0.85008 2.96762 -1.19894
C: -0.93489 1.65010 -0.80311
N: 0.02475 0.76158 -1.10212
H: 3.43135 0.95169 -3.56534
H: 3.61813 -3.27180 -3.20679
H: 2.62422 -5.00670 -1.94892
H: 1.11633 -6.71350 -0.94076
H: -0.98366 -5.96829 0.17831
H: -1.45622 -3.53584 0.31811
H: 2.16221 2.76790 -2.73869
H: 0.36789 4.41511 -2.21168
H: -1.64766 3.65493 -0.95313
H: -1.77890 1.28258 -0.23163
C: -3.65536 4.25353 2.38961
C: -2.81292 3.00936 2.50869
C: -3.40559 1.75347 2.59617
C: -2.64739 0.58894 2.65470
C: -3.30693 -0.75927 2.79758
C: -1.25674 0.70438 2.60738
C: -0.62827 1.94871 2.54785
C: 0.87674 2.05645 2.56907
C: -1.42371 3.08798 2.50794
C: -0.42966 -0.54405 2.55625
O: -0.02919 -1.19145 3.46874
O: -0.13292 -0.91979 1.26892
H: -4.63217 4.11971 2.85379
H: -3.82635 4.49744 1.33793
H: -3.16773 5.11134 2.85293
H: -4.48840 1.68168 2.63927
H: -4.37508 -0.69686 2.59662
H: -3.17640 -1.14239 3.81138
H: -2.86986 -1.49850 2.12034
H: 1.26825 1.78288 3.55027
H: 1.20010 3.07294 2.34893
H: 1.34424 1.38457 1.84331
H: -0.94396 4.06260 2.48762

Properties
Net charge: +1
E, Ha: -1710.99700
HOMO energy, eV: -10.791
E_LUMO, eV: -5.1
Spin multiplicity: 1
Orbital gap, eV: 5.74

Mulliken atomic charge list, values in e, 5 entries:
1. Al -0.35
2. O -0.67
3. C 0.41
4. O -0.67
5. C -0.36



No. 4
DFT (wB97M-V/def2-TZVPD) results for C26H21BrN6O2PtSe as an isolated structure.

Cartesian coordinates (Å):
Pt: 0.95177 -0.52430 -0.86454
Br: -10.28398 0.08929 3.77456
C: -9.14745 0.25764 2.27928
C: -9.63719 0.81962 1.09576
C: -8.81668 0.93587 0.00096
C: -7.46658 0.52468 0.07785
C: -6.98179 -0.03982 1.28452
C: -7.81918 -0.17871 2.36221
N: -6.73578 0.59076 -1.03923
N: -5.59456 0.35999 -1.38009
C: -4.33676 0.60001 -1.07445
C: -3.89505 1.63122 -0.20298
C: -2.56685 1.87637 0.00573
C: -1.55304 1.04346 -0.54784
O: -0.32069 1.23590 -0.35917
C: -1.99646 -0.04214 -1.41068
N: -1.04817 -0.86428 -1.89963
C: -1.35468 -1.74833 -2.82599
C: -2.65108 -1.87002 -3.33445
C: -3.65903 -1.11131 -2.78094
C: -3.34977 -0.18842 -1.76886
H: -10.66339 1.14718 1.04901
H: -9.18139 1.34334 -0.92899
H: -5.95305 -0.36893 1.34392
H: -7.46359 -0.61902 3.28195
H: -4.64231 2.26278 0.25693
H: -2.25015 2.71268 0.61007
H: -0.55082 -2.37088 -3.19699
H: -2.85563 -2.56399 -4.13396
H: -4.67535 -1.18446 -3.14031
Se: 2.45681 -0.79766 -2.76419
C: 3.75690 0.52922 -2.53874
C: 5.02269 0.36952 -3.11811
C: 5.98522 1.33985 -2.93671
C: 5.69637 2.47986 -2.19133
C: 4.43165 2.64881 -1.63353
C: 3.46052 1.68451 -1.80350
H: 5.24800 -0.51658 -3.69288
H: 6.96737 1.21492 -3.36849
H: 6.46008 3.22925 -2.04448
H: 4.20934 3.53944 -1.06770
H: 2.47448 1.80065 -1.36387
C: 3.68444 -0.88543 3.31049
N: 2.46506 -1.52314 2.85589
C: 1.73294 -2.30911 3.67442
C: 0.56583 -2.87357 3.26711
C: 0.15481 -2.64578 1.92495
N: 0.87639 -1.84778 1.14437
C: 2.01047 -1.25755 1.58470
O: 2.62246 -0.50002 0.82126
N: -0.95692 -3.19082 1.42492
H: 4.06755 -1.39908 4.18914
H: 3.48734 0.15772 3.56602
H: 4.43145 -0.91339 2.51778
H: 2.12248 -2.47103 4.67088
H: -0.02881 -3.47927 3.92864
H: -1.45463 -3.89383 1.94220
H: -1.15113 -3.09015 0.43972

Properties
Net charge: +2
E, Ha: -6576.54902
HOMO energy (spin up / spin down), eV: -12.416 / -13.555
E_LUMO (spin up / spin down), eV: -6.6 / -7.9
Spin multiplicity: 5
Orbital gap (spin up / spin down), eV: 5.78 / 5.70

Mulliken atomic charge list, values in e, 5 entries:
1. Pt 1.60
2. Br -0.09
3. C 0.08
4. C -0.47
5. C -0.52



Number 4 is which compound? C26H21BrN6O2PtSe